# 1
C30H56F5O6 | ωB97M-V/def2-TZVPD

The geometry in XYZ format:
```
97
Properties=species:S:1:pos:R:3:forces:R:3
C -0.5753 -2.3406 -2.8165 -0.2 0.0 0.0
C -1.2292 -3.3715 -3.7397 0.1 -0.1 0.2
C -0.2197 -4.3494 -4.3949 0.0 -0.1 -0.3
C -0.6481 -5.8190 -4.4670 0.0 0.2 0.6
C -0.1508 -6.6592 -3.4068 0.0 0.0 -0.1
F -0.3683 -8.0402 -3.6516 -0.1 0.1 0.0
F 1.2196 -6.5177 -3.1733 -0.1 -0.1 0.0
C -0.7301 -6.5499 -1.9592 0.0 0.0 0.0
F -0.3145 -7.4971 -1.0852 0.2 -0.2 0.1
F -0.4202 -5.3681 -1.3844 0.0 0.1 -0.1
F -2.0750 -6.6331 -1.9613 -0.2 0.0 -0.1
H -0.0799 -2.8608 -1.9915 0.1 0.1 -0.1
H 0.1737 -1.7296 -3.3362 -0.1 -0.1 0.0
H -1.3255 -1.6670 -2.3801 0.2 0.0 0.0
H -1.8123 -2.8558 -4.5136 0.0 -0.1 0.1
H -1.9380 -3.9630 -3.1450 0.0 0.1 -0.1
H 0.7442 -4.2616 -3.8744 -0.1 -0.1 0.0
H -0.0276 -3.9841 -5.4180 0.1 0.1 0.2
H -1.7441 -5.9000 -4.4813 0.2 -0.1 -0.2
C -3.2732 -9.5939 -0.9622 0.0 0.0 0.0
C -2.8736 -11.0304 -0.6342 0.0 0.0 0.0
C -3.8911 -11.8229 -1.4457 0.0 0.0 0.0
O -4.1863 -11.0377 -2.5957 0.0 0.0 0.0
C -3.6528 -9.7123 -2.4310 0.1 0.0 0.0
H -2.4780 -8.8694 -0.8007 0.0 0.0 0.0
H -4.1399 -9.2970 -0.3654 0.0 0.0 0.0
H -1.8622 -11.2276 -0.9949 0.0 0.0 0.0
H -2.9101 -11.2651 0.4297 0.0 0.0 0.0
H -4.8126 -11.9838 -0.8715 0.0 0.0 0.0
H -3.5166 -12.7958 -1.7714 0.0 0.0 0.0
H -2.7789 -9.5896 -3.0758 0.0 0.0 0.0
H -4.4105 -8.9915 -2.7375 0.0 0.0 0.0
C -2.7115 -1.9790 1.7594 0.0 0.0 0.0
C -1.5452 -2.9145 2.0731 0.0 0.0 0.0
C -0.5605 -2.5502 0.9697 0.0 0.0 0.0
O -0.7726 -1.1598 0.6961 0.0 0.0 0.1
C -1.9794 -0.7189 1.3162 0.0 0.0 0.0
H -3.3730 -1.8017 2.6071 0.0 0.0 0.0
H -3.3056 -2.3824 0.9371 0.0 0.0 0.0
H -1.1277 -2.6804 3.0559 0.0 0.0 0.0
H -1.8124 -3.9699 2.0558 0.0 0.0 0.0
H -0.7517 -3.1303 0.0649 0.0 0.0 0.0
H 0.4815 -2.6942 1.2585 0.0 0.0 0.0
H -1.7348 -0.0785 2.1728 0.0 0.0 0.0
H -2.5433 -0.1219 0.5977 0.0 0.0 0.0
C 1.7950 2.4565 1.5767 0.0 0.0 0.0
C 1.3319 2.8809 2.9670 0.0 -0.1 0.0
C -0.0383 3.4668 2.6607 0.0 0.1 -0.1
O -0.5470 2.7491 1.5413 0.0 -0.1 0.0
C 0.4974 1.9529 0.9561 0.0 0.1 0.1
H 2.5744 1.6955 1.5881 0.0 0.0 0.0
H 2.1723 3.3244 1.0308 0.0 0.0 0.0
H 1.2364 2.0066 3.6161 0.0 0.0 0.0
H 1.9999 3.5962 3.4427 0.0 0.0 0.0
H 0.0475 4.5306 2.3938 0.0 0.0 0.0
H -0.7449 3.3781 3.4884 0.0 0.0 0.0
H 0.3123 0.9016 1.1810 0.0 0.0 0.0
H 0.4688 2.0793 -0.1271 -0.1 0.0 0.0
C 6.5681 4.1835 2.5790 0.0 0.0 0.0
C 6.1086 4.5873 3.9791 0.0 0.0 0.0
C 4.7292 5.1660 3.6907 0.0 0.0 0.0
O 4.2237 4.4478 2.5666 0.0 0.0 0.1
C 5.2686 3.6795 1.9653 0.0 0.0 0.0
H 7.3519 3.4277 2.5762 0.0 0.0 0.0
H 6.9319 5.0570 2.0339 0.0 0.0 0.0
H 6.0240 3.7055 4.6176 0.0 0.0 0.0
H 6.7687 5.3019 4.4689 0.0 0.0 0.0
H 4.7907 6.2310 3.4383 0.0 0.0 0.0
H 4.0328 5.0498 4.5236 0.0 0.0 0.0
H 5.1071 2.6201 2.1906 0.0 0.0 0.0
H 5.2216 3.8129 0.8843 0.0 0.0 0.0
C 0.3231 7.7249 1.4405 0.0 0.0 0.0
C 1.4733 7.3663 2.3800 0.0 0.0 0.0
C 2.4739 6.7479 1.4113 -0.1 0.0 0.0
O 2.2817 7.4170 0.1624 0.0 0.1 0.0
C 1.0738 8.1771 0.1944 0.1 0.0 0.0
H -0.3452 8.4917 1.8306 0.0 0.0 0.0
H -0.2697 6.8340 1.2185 0.0 0.0 0.0
H 1.8869 8.2704 2.8333 0.0 0.0 0.0
H 1.1889 6.6815 3.1787 0.0 0.0 0.0
H 2.2929 5.6765 1.2809 0.0 0.0 0.0
H 3.5113 6.8801 1.7220 0.0 0.0 -0.1
H 1.3227 9.2439 0.2323 0.0 0.0 0.1
H 0.5209 7.9887 -0.7246 0.0 0.0 0.0
C -1.4241 5.8980 -1.6619 -0.1 0.1 0.0
C -1.3262 4.5816 -0.9019 0.0 0.0 0.0
C -2.5470 3.8349 -1.4201 0.0 0.1 0.0
O -2.7640 4.2998 -2.7581 0.0 0.0 0.0
C -1.9547 5.4466 -3.0155 0.1 -0.2 0.0
H -0.4713 6.4196 -1.7308 0.0 0.0 -0.1
H -2.1480 6.5572 -1.1744 0.0 0.0 0.0
H -0.4081 4.0583 -1.1770 0.0 0.0 0.0
H -1.3372 4.6962 0.1789 0.0 0.0 0.0
H -3.4337 4.0694 -0.8209 0.0 0.0 0.0
H -2.4165 2.7531 -1.4343 0.0 0.0 0.0
H -1.1343 5.1593 -3.6830 0.0 0.0 0.0
H -2.5588 6.2031 -3.5190 0.0 0.0 0.0
```
Positions in Å, forces in eV/Å.

Results
Total charge = -1
Kohn-Sham gap = 0.15350 Eh
ΔE to the lowest compared entry with this formula, charge and spin = 0.0 kJ/mol
Highest occupied orbital energy = -2.36 eV
Molar mass = 607.76 g mol⁻¹

# 2
C10H8BrCl3N2O2PdS3SbSi | ωB97M-V/def2-TZVPD

The geometry in XYZ format:
```
32
Properties=species:S:1:pos:R:3:forces:R:3
Pd 0.0357 -0.0800 0.2419 -0.6 -0.1 -0.6
S -1.9650 4.4842 0.5174 -0.3 0.0 0.0
Sb -0.2695 2.9091 0.4257 0.6 2.0 0.2
S -0.6859 1.3257 2.2001 0.1 -0.6 -0.1
S -0.6817 1.5576 -1.5431 0.5 -1.3 0.5
Cl 3.1790 1.0813 -1.6801 -0.4 -0.3 0.2
Si 2.3325 0.2778 0.0865 0.1 1.0 0.3
Cl 3.6874 -1.3311 0.3991 -0.6 0.0 0.0
Cl 3.1125 1.6514 1.5241 -0.2 -0.5 -0.3
N -3.2764 -2.4478 -0.4153 0.1 0.0 0.0
C -3.6913 -2.0933 0.8535 0.0 0.1 0.1
C -2.9773 -0.9817 1.1787 -0.2 0.0 0.0
N -2.1571 -0.6536 0.1327 0.7 -0.4 0.1
C -2.3367 -1.5535 -0.7996 -0.3 0.1 0.0
H -3.5621 -3.2619 -0.9243 0.0 0.0 -0.1
H -4.4322 -2.6557 1.3943 0.0 0.0 0.0
H -2.9832 -0.3788 2.0712 0.1 0.0 0.0
H -1.8293 -1.5689 -1.7485 0.1 -0.1 0.0
Br 1.9541 -8.7505 1.3555 0.0 0.1 0.0
C 1.5587 -6.8938 1.1062 0.0 -0.1 0.0
C 1.9944 -6.2614 -0.0457 0.0 -0.1 0.1
C 1.6614 -4.9299 -0.2410 0.0 0.1 0.0
C 0.9110 -4.2386 0.7028 -0.2 -0.2 0.0
C 0.5143 -4.8920 1.8648 0.0 0.1 0.0
C 0.8274 -6.2267 2.0733 0.0 0.0 0.0
C 0.4851 -2.8067 0.4551 -0.1 0.1 -0.1
O 0.0989 -2.1454 1.4499 0.3 0.2 -0.1
O 0.5292 -2.3888 -0.7243 0.2 -0.2 0.0
H 2.5828 -6.8018 -0.7749 0.0 0.0 0.0
H 1.9834 -4.4024 -1.1295 -0.1 0.0 0.0
H -0.0431 -4.3289 2.6022 0.0 0.0 0.0
H 0.5172 -6.7362 2.9756 0.0 0.0 0.0
```
Positions in Å, forces in eV/Å.

Results
Total charge = -2
Kohn-Sham gap (alpha / beta) = 0.14490 / 0.14347 Eh
ΔE to the lowest compared entry with this formula, charge and spin = 272.5 kJ/mol
Highest occupied orbital energy (alpha / beta) = -0.50 / -0.47 eV
Molar mass = 726.92 g mol⁻¹
2S+1 = 2

# 3
CHFO | ωB97M-V/def2-TZVPD

The geometry in XYZ format:
```
4
Properties=species:S:1:pos:R:3:forces:R:3
O -0.0008 0.0352 -1.2418 0.3 -0.5 -0.4
C 0.0569 -0.0375 -0.0753 0.5 4.3 2.0
F -0.5366 -0.9640 0.6505 0.2 -0.5 0.3
H 0.4804 0.9663 0.6666 -1.0 -3.4 -1.9
```
Positions in Å, forces in eV/Å.

Results
SMILES = O=CF
Kohn-Sham gap = 0.47354 Eh
ΔE to the lowest compared entry with this formula, charge and spin = 0.0 kJ/mol
Highest occupied orbital energy = -11.78 eV
Molar mass = 48.02 g mol⁻¹

# 4
C2H2N2O2S | ωB97M-V/def2-TZVPD

The geometry in XYZ format:
```
9
Properties=species:S:1:pos:R:3:forces:R:3
C 2.2866 -0.3090 0.0172 -1.5 0.6 -1.9
C -0.6481 -0.4170 -0.1104 -1.0 -0.8 -0.1
N 2.6296 -0.8045 0.9932 1.2 -0.8 1.9
N -1.3437 0.8023 0.1076 0.6 -2.3 -1.2
O -1.9658 1.3189 -0.7955 -0.4 0.6 -0.6
O -1.2150 1.1932 1.2344 -0.2 1.6 1.8
S 1.4119 0.1359 -1.3049 1.4 0.5 -0.3
H -0.3481 -0.8435 0.8193 0.4 -0.2 0.3
H -0.8074 -1.0764 -0.9609 -0.6 0.6 0.1
```
Positions in Å, forces in eV/Å.

Results
Kohn-Sham gap (alpha / beta) = 0.33646 / 0.24474 Eh
ΔE to the lowest compared entry with this formula, charge and spin = 219.1 kJ/mol
Highest occupied orbital energy (alpha / beta) = -8.89 / -11.06 eV
Molar mass = 118.12 g mol⁻¹
2S+1 = 3

# 5
C4H3S2 | ωB97M-V/def2-TZVPD

The geometry in XYZ format:
```
9
Properties=species:S:1:pos:R:3:forces:R:3
C 0.0185 -0.9848 0.1070 -2.1 0.1 0.1
C -2.4504 -0.1973 -0.1110 3.0 -1.9 -0.6
C -1.2621 -0.7602 -0.0836 -3.1 1.8 0.1
C 1.2520 -0.9082 0.3313 -0.8 -0.7 0.0
S -3.9112 0.3762 -0.4477 0.6 -0.2 0.4
S 2.1071 1.8605 -0.2383 -0.3 0.8 -0.1
H 1.9652 -1.6247 0.5567 1.2 -1.1 0.3
H 1.5216 0.1794 0.2196 1.0 1.2 -0.2
H 0.7593 2.0592 -0.3341 0.6 0.0 0.0
```
Positions in Å, forces in eV/Å.

Results
Total charge = -1
Kohn-Sham gap = 0.22843 Eh
ΔE to the lowest compared entry with this formula, charge and spin = 258.2 kJ/mol
Highest occupied orbital energy = -3.47 eV
Molar mass = 115.20 g mol⁻¹

# 6
C4H11N3 | ωB97M-V/def2-TZVPD

The geometry in XYZ format:
```
18
Properties=species:S:1:pos:R:3:forces:R:3
H 0.2802 2.0659 2.0998 0.2 -0.2 -0.1
N -0.3616 1.4219 1.6394 -0.6 0.4 0.5
C 0.1641 0.6643 0.7835 0.2 0.0 -0.3
C 1.6065 0.6547 0.3677 0.0 0.1 0.1
C -0.7579 -0.3238 0.0875 -0.2 -0.1 0.0
C -0.6734 -1.6862 0.7774 -0.1 0.3 -0.2
N -0.5108 -0.5052 -1.3321 0.1 -0.2 -0.4
N -0.4349 0.7745 -2.0369 0.1 -0.1 0.1
H 1.6782 1.0592 -0.6423 0.0 0.0 0.0
H 2.2068 1.2684 1.0371 0.0 0.0 0.0
H 2.0023 -0.3599 0.3617 0.1 -0.1 0.0
H -1.7808 0.0585 0.1952 0.2 0.0 0.1
H -0.9625 -1.5862 1.8195 0.0 0.0 0.1
H -1.3432 -2.3849 0.2837 0.0 -0.1 0.0
H 0.3386 -2.0832 0.7291 0.1 -0.1 0.0
H 0.4052 -0.9349 -1.4661 -0.1 0.2 0.2
H -0.6460 0.5582 -3.0115 -0.1 0.1 0.3
H -1.2107 1.3387 -1.6925 0.0 -0.1 -0.1
```
Positions in Å, forces in eV/Å.

Results
SMILES = [H]/N=C(\C)[C@H](C)NN
Kohn-Sham gap = 0.34617 Eh
ΔE to the lowest compared entry with this formula, charge and spin = 203.8 kJ/mol
Highest occupied orbital energy = -8.31 eV
Molar mass = 101.15 g mol⁻¹

# 7
C8H10F5O2STeTl | ωB97M-V/def2-TZVPD

The geometry in XYZ format:
```
28
Properties=species:S:1:pos:R:3:forces:R:3
Tl -0.3036 -0.1341 0.3959 0.2 -0.1 0.2
F -2.6022 -0.6844 1.7995 0.1 -0.3 -0.1
Te -2.0593 0.4857 3.2049 -1.2 0.4 -0.1
F -2.7217 -0.7198 4.4451 0.1 -0.1 0.2
F -3.8303 1.0425 3.0667 -0.1 0.0 0.1
F -1.8355 1.7369 1.7814 0.2 0.2 -0.1
F -1.9377 1.8455 4.4572 0.2 0.0 0.2
O -0.3662 -0.0328 3.1426 0.4 -0.2 -0.2
C -2.1713 5.4726 -1.9397 0.0 -0.1 0.0
C -1.4583 4.1926 -2.2814 0.0 0.0 0.0
C -0.1457 4.1979 -2.7397 0.0 0.0 0.0
C 0.5073 3.0125 -3.0566 0.0 0.0 0.0
C -0.1690 1.8132 -2.9234 0.0 0.0 0.0
C -1.4801 1.7808 -2.4607 0.0 0.0 0.0
C -2.1159 2.9670 -2.1456 0.0 0.0 0.0
S 0.6641 0.2726 -3.2840 -0.1 0.1 0.1
C -0.1615 -0.0899 -4.8352 0.0 0.0 0.0
O 0.1190 -0.7146 -2.2921 0.1 -0.1 -0.1
H -1.4862 6.3184 -1.9273 0.0 0.0 0.0
H -2.6504 5.3992 -0.9631 0.0 0.0 0.0
H -2.9526 5.6801 -2.6735 0.0 0.0 0.0
H 0.3809 5.1398 -2.8335 0.0 0.0 0.0
H 1.5369 3.0248 -3.3951 0.0 0.0 0.0
H -1.9855 0.8293 -2.3378 0.0 0.0 0.0
H -3.1356 2.9479 -1.7793 0.0 0.0 0.0
H -1.2388 -0.0611 -4.6791 0.0 0.0 0.0
H 0.1573 -1.0818 -5.1497 0.0 0.0 0.0
H 0.1503 0.6610 -5.5612 0.0 0.0 0.0
```
Positions in Å, forces in eV/Å.

Results
Kohn-Sham gap = 0.35467 Eh
ΔE to the lowest compared entry with this formula, charge and spin = 60.1 kJ/mol
Highest occupied orbital energy = -9.84 eV
Molar mass = 597.21 g mol⁻¹

# 8
C21H23BF4N3O3RuS2 | ωB97M-V/def2-TZVPD

The geometry in XYZ format:
```
58
Properties=species:S:1:pos:R:3:forces:R:3
Ru -1.5001 -0.0260 -0.3966 1.8 0.2 1.1
C 1.0427 -2.1595 -0.9772 -0.4 0.5 -0.2
C 0.5067 -1.6195 0.3047 -0.2 -1.4 1.0
N 0.4938 -0.3240 0.5125 -2.1 1.4 -2.2
N 0.4550 0.1567 1.7448 0.1 0.3 1.9
C -0.2380 1.1942 2.0660 0.6 -0.8 -0.3
S -1.3107 2.0661 1.0210 -0.3 -1.9 -1.2
S -0.1412 1.7571 3.7058 -0.1 0.0 0.5
C 0.9678 0.5069 4.4839 -0.3 0.4 -0.4
C 2.3976 0.8999 4.3119 0.1 0.0 0.0
C 2.9720 1.8184 5.1833 0.0 -0.1 -0.1
C 4.2888 2.2074 5.0213 0.0 0.1 0.1
C 5.0419 1.6917 3.9796 0.1 0.0 0.0
C 4.4673 0.7965 3.0933 0.1 0.0 0.0
C 3.1512 0.4013 3.2566 0.1 -0.1 0.0
C 0.0439 -2.5022 1.3822 -0.4 0.7 -0.2
C 0.7826 -3.5596 1.8833 0.0 -0.7 0.5
C 0.3366 -4.2740 2.9862 0.6 0.0 -0.3
C -0.8587 -3.9222 3.6091 -0.1 0.2 -0.3
C -1.6363 -2.9056 3.1097 -0.1 0.3 -0.2
C -1.2373 -2.1750 1.9585 1.5 -0.8 0.1
O -1.9938 -1.2861 1.4441 -1.0 2.0 -1.9
H 1.3198 -1.3343 -1.6317 0.1 -0.1 0.0
H 1.9102 -2.7860 -0.7711 0.1 0.0 0.1
H 0.2919 -2.7748 -1.4731 0.0 -0.1 0.0
H 0.6750 0.5009 5.5332 0.0 0.0 0.0
H 0.7342 -0.4463 4.0135 0.0 0.0 0.1
H 2.3746 2.2302 5.9842 0.0 0.0 0.1
H 4.7240 2.9210 5.7040 0.1 0.1 0.1
H 6.0731 1.9888 3.8599 0.1 0.0 0.0
H 5.0427 0.4107 2.2646 0.1 -0.1 0.0
H 2.6964 -0.2871 2.5596 0.0 0.0 0.0
H 1.7406 -3.7970 1.4402 0.1 -0.1 0.0
H 0.9264 -5.0934 3.3683 0.1 0.0 0.1
H -1.1820 -4.4528 4.4935 0.0 -0.1 0.0
H -2.5767 -2.6391 3.5671 -0.1 0.0 0.1
O -0.0849 0.8134 -2.2489 -0.5 -0.6 0.7
C -1.0207 1.4914 -2.6631 0.3 1.1 -1.1
O -2.1054 1.7265 -2.0751 -0.3 -0.6 1.0
C -0.9293 2.1951 -4.0501 0.7 -0.7 0.6
N -2.2800 2.7794 -4.2493 -0.6 0.2 0.8
C -2.8485 2.2548 -5.5143 -0.2 -0.3 -0.7
C -1.6240 1.8020 -6.3037 0.1 0.0 0.1
C -0.7264 1.2234 -5.2122 0.0 0.0 -0.1
H -0.1594 2.9666 -4.0152 -0.1 0.0 0.0
H -2.2786 3.7960 -4.2145 0.0 -0.1 0.0
H -2.7317 2.3931 -3.3120 0.1 0.4 -0.7
H -3.4330 3.0197 -6.0255 0.0 0.0 0.2
H -3.4792 1.3975 -5.2812 0.0 0.1 0.1
H -1.1375 2.6538 -6.7826 0.0 0.0 -0.1
H -1.8742 1.0683 -7.0646 -0.1 0.0 -0.1
H 0.3175 1.1567 -5.5103 0.0 0.0 0.1
H -1.0777 0.2345 -4.9204 0.0 0.0 0.0
F -3.0538 -0.3382 -3.6900 0.0 0.6 -0.8
B -3.0932 -1.2570 -2.6617 0.0 -0.1 0.1
F -3.5805 -0.6105 -1.4932 0.0 0.4 0.9
F -3.8231 -2.3400 -2.9886 -0.4 -0.6 -0.1
F -1.7584 -1.6098 -2.3195 0.7 0.0 0.6
```
Positions in Å, forces in eV/Å.

Results
Kohn-Sham gap (alpha / beta) = 0.20796 / 0.22569 Eh
ΔE to the lowest compared entry with this formula, charge and spin = 290.8 kJ/mol
Highest occupied orbital energy (alpha / beta) = -7.59 / -7.58 eV
Molar mass = 617.44 g mol⁻¹
2S+1 = 2